No. 1
Formula: C32H33I2N7O4SSc
Source: the Open Molecules 2025 dataset
Level of theory: the ωB97M-V functional and the def2-TZVPD basis

CARTESIAN COORDINATES (ANGSTROEM)
1 Sc -0.305 -0.338 1.038
2 I 6.125 -2.456 4.032
3 C 4.157 -2.488 3.422
4 C 3.126 -2.506 4.349
5 C 1.826 -2.448 3.831
6 I 0.287 -2.365 5.226
7 C 1.522 -2.251 2.488
8 O 0.291 -1.961 2.091
9 C 2.622 -2.208 1.577
10 C 2.435 -1.867 0.137
11 N 1.831 -0.470 0.089
12 C 2.779 0.597 0.440
13 C 2.598 0.895 1.920
14 C 3.666 1.333 2.686
15 C 3.385 1.684 3.998
16 C 2.143 1.581 4.526
17 C 1.141 1.110 3.676
18 N 1.324 0.722 2.431
19 C 3.894 -2.341 2.054
20 H 3.351 -2.471 5.410
21 H 1.884 -2.527 -0.513
22 H 3.476 -1.770 -0.283
23 H 1.437 -0.197 -0.787
24 H 2.466 1.564 -0.023
25 H 3.812 0.249 0.340
26 H 4.686 1.277 2.258
27 H 4.249 1.996 4.596
28 H 1.902 1.767 5.533
29 H 0.144 0.962 4.132
30 H 4.780 -2.355 1.397
31 C 0.707 3.310 -1.163
32 C -0.208 2.132 -1.038
33 O -0.157 1.519 0.066
34 N -1.030 1.715 -1.957
35 C -0.827 1.887 -3.401
36 C 0.081 0.864 -3.960
37 C 0.043 0.508 -5.331
38 C 0.944 -0.450 -5.806
39 C 1.889 -0.965 -4.959
40 C 1.862 -0.585 -3.603
41 N 0.979 0.276 -3.117
42 H 1.008 3.663 -0.208
43 H 0.285 4.223 -1.703
44 H 1.579 2.959 -1.696
45 H -1.697 1.020 -1.633
46 H -0.347 2.880 -3.593
47 H -1.794 1.835 -3.872
48 H -0.772 0.950 -5.876
49 H 0.856 -0.667 -6.879
50 H 2.642 -1.717 -5.353
51 H 2.579 -1.011 -2.870
52 C -4.122 3.553 1.933
53 C -4.263 2.698 3.208
54 C -3.619 1.304 3.086
55 N -2.471 1.232 2.519
56 N -1.979 -0.096 2.500
57 C -2.812 -0.952 2.979
58 N -2.558 -2.280 2.995
59 S -4.240 -0.276 3.626
60 H -4.608 4.518 2.211
61 H -4.669 3.047 1.142
62 H -3.058 3.694 1.658
63 H -5.254 2.701 3.639
64 H -3.682 3.172 4.024
65 H -1.581 -2.507 2.641
66 H -2.954 -2.906 3.733
67 O -2.093 -0.523 -0.311
68 C -1.490 -1.199 -1.159
69 O -0.264 -1.481 -0.903
70 C -2.083 -1.597 -2.465
71 C -1.309 -2.073 -3.498
72 C -1.790 -2.268 -4.800
73 C -3.133 -2.080 -5.063
74 C -3.938 -1.664 -4.005
75 C -3.497 -1.475 -2.715
76 H -0.237 -2.196 -3.259
77 H -1.174 -2.584 -5.564
78 H -3.592 -2.176 -6.083
79 H -4.995 -1.491 -4.221
80 H -4.189 -1.156 -1.966

The calculation puts the total energy at -100078.7701 eV. As for the energy above the lowest of the compared OMol25 structures with the same formula, charge and spin: 6.72 kcal/mol. As for the charge: +1. As for the HOMO energy: -10.00 eV. For the strongest force on any atom, the calculation gives 3.197 eV Å⁻¹. The calculation puts the frontier orbital gap at 8.0 eV. The spin multiplicity is 1. The calculation puts the LUMO energy at -1.985 eV.

---

No. 2
Formula: C48H31Br2F23N2O8P
Source: the Open Molecules 2025 dataset
Level of theory: the ωB97M-V functional and the def2-TZVPD basis

CARTESIAN COORDINATES (ANGSTROEM)
1 C 1.921 0.315 3.528
2 C 2.125 -1.065 4.099
3 Br 1.103 -1.175 5.745
4 C 1.710 -2.110 3.059
5 Br 1.449 -3.900 3.766
6 C 2.762 -2.171 1.969
7 N 3.926 -2.968 2.446
8 C 5.028 -3.243 1.416
9 P 5.355 -5.091 1.355
10 N 6.866 -5.414 1.424
11 C 4.581 -2.640 0.100
12 C 5.570 -2.948 -1.035
13 F 5.217 -4.150 -1.516
14 F 6.809 -3.057 -0.540
15 C 5.558 -1.978 -2.296
16 F 4.376 -1.321 -2.312
17 F 5.605 -2.780 -3.363
18 C 6.717 -0.915 -2.514
19 F 6.862 -0.842 -3.843
20 F 7.853 -1.364 -1.975
21 C 6.564 0.611 -2.130
22 F 5.572 1.161 -2.852
23 F 7.731 1.143 -2.526
24 C 6.388 1.027 -0.635
25 F 6.478 -0.069 0.148
26 F 7.367 1.864 -0.267
27 C 5.061 1.776 -0.337
28 F 4.015 1.193 -0.945
29 F 4.842 1.658 0.995
30 C 5.129 3.289 -0.685
31 F 5.661 3.930 0.365
32 F 5.907 3.470 -1.760
33 C 3.740 3.914 -0.988
34 F 3.279 3.489 -2.165
35 F 2.865 3.583 -0.030
36 F 3.873 5.242 -1.010
37 O 3.336 -3.167 -0.214
38 C 2.306 -2.599 0.556
39 C 1.210 -3.656 0.527
40 O 1.487 -4.835 0.764
41 C -0.281 -3.296 0.212
42 F -0.793 -4.358 -0.413
43 F -0.924 -3.124 1.385
44 C -0.520 -2.066 -0.705
45 F -1.669 -2.252 -1.380
46 F 0.503 -1.995 -1.584
47 C -0.699 -0.701 -0.010
48 F -1.725 -0.777 0.844
49 F 0.438 -0.429 0.694
50 C -0.961 0.428 -1.025
51 O -2.058 0.936 -1.167
52 O 0.122 0.781 -1.673
53 H 1.883 0.299 2.458
54 H 2.732 0.957 3.814
55 H 1.019 0.745 3.907
56 H 3.143 -1.225 4.411
57 H 0.774 -1.784 2.658
58 H 3.115 -1.167 1.845
59 H 4.359 -2.438 3.196
60 H 3.606 -3.847 2.876
61 H 5.942 -2.789 1.746
62 H 4.609 -5.573 0.281
63 H 4.648 -5.485 2.514
64 H 7.183 -5.966 0.641
65 H 4.515 -1.576 0.191
66 H 1.981 -1.692 0.084
67 H -0.208 1.475 -2.266
68 C -7.712 -2.606 6.974
69 C -8.834 -2.033 6.385
70 C -8.867 -1.813 5.020
71 C -7.774 -2.157 4.237
72 C -6.639 -2.716 4.831
73 C -6.617 -2.946 6.200
74 C -5.437 -3.059 4.020
75 O -4.449 -3.547 4.529
76 C -5.482 -2.774 2.556
77 C -4.359 -3.040 1.786
78 C -4.378 -2.792 0.426
79 C -5.524 -2.282 -0.177
80 C -6.646 -2.013 0.587
81 C -6.627 -2.251 1.955
82 C -7.839 -1.926 2.765
83 O -8.838 -1.486 2.241
84 H -7.693 -2.784 8.040
85 H -9.684 -1.761 6.994
86 H -9.736 -1.375 4.552
87 H -5.739 -3.388 6.648
88 H -3.476 -3.439 2.263
89 H -3.503 -2.999 -0.166
90 H -5.538 -2.093 -1.241
91 H -7.541 -1.615 0.132
92 C -4.494 5.205 -0.927
93 C -5.413 5.966 -1.642
94 C -5.170 6.292 -2.964
95 C -4.000 5.867 -3.577
96 C -3.067 5.119 -2.855
97 C -3.324 4.782 -1.532
98 C -1.782 4.682 -3.475
99 O -0.981 4.021 -2.835
100 C -1.513 5.079 -4.882
101 C -0.303 4.730 -5.468
102 C -0.044 5.082 -6.780
103 C -0.996 5.778 -7.516
104 C -2.202 6.133 -6.937
105 C -2.463 5.792 -5.618
106 C -3.760 6.213 -5.008
107 O -4.586 6.816 -5.653
108 H -4.692 4.945 0.103
109 H -6.322 6.303 -1.164
110 H -5.881 6.877 -3.529
111 H -2.602 4.193 -0.987
112 H 0.429 4.188 -4.888
113 H 0.900 4.815 -7.233
114 H -0.793 6.048 -8.543
115 H -2.946 6.678 -7.499

The calculation puts the total energy at -281507.4062 eV. As for the charge: +1. As for the HOMO energy: -11.16 eV. For the strongest force on any atom, the calculation gives 3.211 eV Å⁻¹. The calculation puts the frontier orbital gap at 7.4 eV. The spin multiplicity is 1. The calculation puts the LUMO energy at -3.714 eV.

---

No. 3
Formula: C40H96N10O23
Source: the Open Molecules 2025 dataset
Level of theory: the ωB97M-V functional and the def2-TZVPD basis

CARTESIAN COORDINATES (ANGSTROEM)
1 N -2.277 0.254 4.751
2 C -0.994 -0.085 4.452
3 C -0.950 -1.453 4.728
4 C -2.172 -1.829 5.253
5 C -2.954 -0.698 5.353
6 H -2.646 1.186 4.626
7 H -0.305 0.587 3.962
8 H -0.182 -2.195 4.569
9 H -2.311 -2.827 5.640
10 H -3.932 -0.437 5.727
11 N 6.184 -3.575 -0.167
12 C 5.759 -2.358 -0.682
13 C 4.605 -2.497 -1.411
14 C 4.261 -3.823 -1.303
15 C 5.270 -4.511 -0.570
16 H 7.060 -3.713 0.316
17 H 6.312 -1.457 -0.461
18 H 4.021 -1.694 -1.834
19 H 3.488 -4.280 -1.904
20 H 5.528 -5.518 -0.277
21 N -0.685 4.514 -4.146
22 C -1.566 4.084 -3.129
23 C -2.388 3.160 -3.636
24 C -2.166 3.035 -4.998
25 C -1.122 3.877 -5.301
26 H 0.016 5.236 -4.062
27 H -1.488 4.525 -2.146
28 H -3.096 2.707 -2.957
29 H -2.785 2.397 -5.612
30 H -0.609 4.138 -6.215
31 N -0.072 -0.146 -0.796
32 C -0.125 1.218 -1.106
33 C 0.166 1.935 0.031
34 C 0.453 1.056 1.007
35 C 0.299 -0.263 0.516
36 H -0.127 -0.927 -1.433
37 H -0.279 1.439 -2.152
38 H 0.225 3.007 0.149
39 H 0.822 1.356 1.977
40 H 0.563 -1.225 0.930
41 N -3.017 8.381 0.495
42 C -1.768 8.080 0.077
43 C -1.847 7.601 -1.249
44 C -3.194 7.509 -1.562
45 C -3.886 7.925 -0.429
46 H -3.377 8.602 1.412
47 H -0.944 8.324 0.731
48 H -0.992 7.354 -1.861
49 H -3.598 7.142 -2.494
50 H -4.948 8.062 -0.289
51 N -7.631 -2.442 -0.262
52 C -7.048 -2.872 0.909
53 C -5.727 -3.111 0.695
54 C -5.502 -2.860 -0.660
55 C -6.693 -2.466 -1.282
56 H -8.622 -2.311 -0.406
57 H -7.697 -3.052 1.754
58 H -5.067 -3.430 1.487
59 H -4.578 -2.902 -1.217
60 H -7.091 -2.232 -2.259
61 N 1.016 -5.311 -3.925
62 C 1.805 -6.331 -3.492
63 C 1.769 -7.241 -4.516
64 C 1.094 -6.801 -5.623
65 C 0.540 -5.581 -5.141
66 H 0.872 -4.419 -3.473
67 H 2.282 -6.381 -2.524
68 H 2.274 -8.188 -4.395
69 H 0.881 -7.141 -6.626
70 H -0.176 -4.888 -5.557
71 N 3.779 -8.532 1.916
72 C 3.442 -8.143 3.185
73 C 2.500 -7.102 3.103
74 C 2.275 -6.838 1.744
75 C 3.030 -7.802 1.091
76 H 4.416 -9.294 1.731
77 H 3.893 -8.717 3.981
78 H 2.003 -6.688 3.968
79 H 1.710 -6.000 1.363
80 H 3.078 -7.957 0.023
81 N -1.297 -2.752 -2.942
82 C -0.284 -2.145 -3.597
83 C 0.820 -2.493 -2.901
84 C 0.457 -3.183 -1.673
85 C -0.882 -3.383 -1.829
86 H -2.255 -2.809 -3.255
87 H -0.557 -1.659 -4.522
88 H 1.776 -2.196 -3.307
89 H 0.990 -3.450 -0.772
90 H -1.646 -3.832 -1.211
91 N 3.435 -2.266 1.376
92 C 3.185 -1.083 2.021
93 C 2.593 -1.414 3.224
94 C 2.473 -2.791 3.375
95 C 3.121 -3.312 2.241
96 H 3.866 -2.393 0.472
97 H 3.496 -0.212 1.463
98 H 2.162 -0.715 3.926
99 H 2.142 -3.413 4.193
100 H 3.349 -4.343 2.014
101 O 1.142 2.096 6.287
102 H 0.529 1.721 6.919
103 H 0.584 2.523 5.636
104 O -4.356 0.155 -2.263
105 H -4.620 1.064 -2.408
106 H -4.840 -0.113 -1.482
107 O 2.203 5.104 -3.648
108 H 2.501 4.235 -3.378
109 H 2.276 5.639 -2.857
110 O -1.437 5.209 0.504
111 H -1.691 5.861 -0.150
112 H -0.594 5.517 0.836
113 O 1.893 6.214 -1.219
114 H 1.203 6.025 -0.583
115 H 1.945 7.169 -1.239
116 O -4.033 2.198 3.927
117 H -3.255 2.469 3.440
118 H -4.590 2.977 3.943
119 O -1.336 -4.274 1.709
120 H -1.123 -4.506 2.613
121 H -1.685 -5.080 1.330
122 O 2.560 4.135 2.499
123 H 2.850 3.438 1.911
124 H 3.059 3.994 3.303
125 O 4.364 -0.658 5.955
126 H 3.949 0.138 5.622
127 H 5.156 -0.349 6.395
128 O 0.642 1.408 -5.276
129 H 0.037 2.089 -4.983
130 H 0.128 0.878 -5.886
131 O 2.659 0.157 -3.868
132 H 2.782 -0.553 -4.498
133 H 1.976 0.706 -4.254
134 O -2.096 2.890 2.245
135 H -2.382 2.230 1.613
136 H -1.800 3.625 1.707
137 O 3.096 0.664 -1.027
138 H 2.256 0.547 -0.583
139 H 2.920 0.433 -1.939
140 O -2.910 -1.868 2.056
141 H -2.640 -1.463 2.880
142 H -2.178 -2.437 1.817
143 O -3.392 4.936 4.361
144 H -3.141 5.850 4.232
145 H -2.699 4.434 3.932
146 O 3.235 1.550 4.962
147 H 3.288 2.282 4.348
148 H 2.515 1.781 5.550
149 O -4.039 -1.134 -4.944
150 H -4.274 -0.819 -4.071
151 H -4.702 -0.755 -5.522
152 O 3.906 2.199 1.023
153 H 3.599 1.647 0.304
154 H 4.860 2.147 0.976
155 O -0.664 3.298 4.758
156 H -0.534 4.239 4.877
157 H -0.875 3.201 3.829
158 O -1.637 -0.263 -6.279
159 H -2.432 -0.679 -5.947
160 H -1.919 0.199 -7.068
161 O 3.846 3.136 -2.206
162 H 4.705 3.132 -2.629
163 H 3.720 2.234 -1.911
164 O -2.900 0.472 0.608
165 H -2.187 0.563 -0.024
166 H -2.718 -0.354 1.057
167 O 0.812 6.071 1.658
168 H 1.451 5.376 1.815
169 H 1.028 6.746 2.302

The calculation puts the total energy at -105030.2009 eV. As for the energy above the lowest of the compared OMol25 structures with the same formula, charge and spin: 54.16 kcal/mol. As for the charge: 0. As for the HOMO energy: -7.06 eV. For the strongest force on any atom, the calculation gives 4.007 eV Å⁻¹. The calculation puts the frontier orbital gap at 6.9 eV. The spin multiplicity is 1. The calculation puts the LUMO energy at -0.200 eV.

---

No. 4
Formula: C22H22Cl2F9N2O10S
Source: the Open Molecules 2025 dataset
Level of theory: the ωB97M-V functional and the def2-TZVPD basis

CARTESIAN COORDINATES (ANGSTROEM)
1 C -0.329 1.602 4.253
2 N -0.805 2.087 2.962
3 C -2.066 2.863 3.074
4 C 0.187 2.813 2.277
5 O 0.992 3.529 2.795
6 C 0.226 2.614 0.762
7 C 0.326 1.137 0.489
8 C 1.190 0.354 1.233
9 C 1.262 -1.006 0.982
10 C 2.250 -1.893 1.657
11 O 3.080 -2.425 1.024
12 O 2.224 -2.023 3.054
13 S 1.520 -3.395 3.540
14 O 0.966 -4.065 2.411
15 O 2.374 -4.113 4.401
16 C 0.072 -2.733 4.529
17 F 0.289 -2.941 5.807
18 F -1.019 -3.359 4.119
19 F -0.059 -1.430 4.283
20 C 0.421 -1.581 0.044
21 C -0.437 -0.786 -0.694
22 C -1.324 -1.430 -1.719
23 C -2.398 -2.367 -1.124
24 C -3.731 -1.677 -0.819
25 C -3.766 -0.816 0.443
26 O -4.442 -1.480 1.520
27 C -3.660 -1.726 2.588
28 O -3.093 -0.889 3.215
29 N -0.436 0.559 -0.479
30 C -1.306 1.423 -1.300
31 O -2.448 1.470 -1.070
32 C -0.706 2.266 -2.477
33 F -0.296 3.464 -2.034
34 F -1.733 2.474 -3.305
35 C 0.405 1.549 -3.307
36 F 0.343 2.042 -4.551
37 F 0.090 0.242 -3.395
38 C 1.876 1.758 -2.820
39 F 2.368 2.811 -3.480
40 F 1.931 2.048 -1.497
41 C 2.788 0.528 -3.059
42 O 2.495 -0.546 -2.663
43 O 3.938 0.794 -3.723
44 H -1.091 0.974 4.702
45 H -0.084 2.398 4.954
46 H 0.557 0.991 4.115
47 H -2.860 2.321 2.567
48 H -2.348 3.017 4.107
49 H -1.980 3.822 2.570
50 H -0.712 3.018 0.387
51 H 1.090 3.149 0.399
52 H 1.827 0.782 1.989
53 H 0.479 -2.643 -0.130
54 H -1.773 -0.717 -2.398
55 H -0.662 -2.055 -2.311
56 H -2.007 -2.905 -0.264
57 H -2.596 -3.127 -1.874
58 H -4.492 -2.443 -0.697
59 H -3.996 -1.059 -1.672
60 H -4.284 0.110 0.222
61 H -2.765 -0.519 0.746
62 H -3.574 -2.783 2.851
63 H 4.611 0.941 -3.040
64 C 5.313 -0.170 -6.940
65 Cl 5.175 -1.413 -8.186
66 Cl 6.890 0.627 -6.969
67 H 4.546 0.576 -7.107
68 H 5.180 -0.635 -5.971

The calculation puts the total energy at -106953.9419 eV. As for the charge: +1. As for the HOMO energy: -12.39 eV. For the strongest force on any atom, the calculation gives 1.497 eV Å⁻¹. The calculation puts the frontier orbital gap at 7.5 eV. The spin multiplicity is 1. The calculation puts the LUMO energy at -4.896 eV.